#P
{"formula": "C46H45MnNO4PS", "method": "ωB97M-V/def2-TZVPD", "symbols": ["Mn", "C", "C", "C", "C", "C", "C", "C", "P", "C", "C", "C", "C", "C", "C", "C", "C", "C", "C", "C", "C", "C", "C", "H", "H", "H", "H", "H", "H", "H", "H", "H", "H", "H", "H", "H", "H", "H", "H", "H", "H", "H", "H", "C", "C", "C", "O", "C", "O", "O", "H", "H", "H", "H", "H", "H", "H", "O", "S", "C", "C", "C", "C", "C", "C", "C", "C", "C", "C", "C", "C", "C", "C", "H", "H", "H", "H", "H", "H", "H", "H", "H", "H", "H", "H", "H", "H", "N", "C", "C", "C", "C", "C", "C", "C", "H", "H", "H", "H"], "positions_angstrom": [[0.334, -0.084, 0.691], [1.722, -3.017, 2.763], [1.471, -4.244, 1.925], [1.623, -5.513, 2.483], [1.401, -6.667, 1.744], [1.024, -6.568, 0.413], [0.871, -5.312, -0.161], [1.089, -4.147, 0.572], [0.939, -2.484, -0.200], [-0.002, -2.824, -1.741], [0.569, -2.480, -2.967], [-0.147, -2.586, -4.152], [-1.453, -3.049, -4.121], [-2.028, -3.400, -2.908], [-1.332, -3.289, -1.703], [-2.016, -3.707, -0.419], [2.644, -2.173, -0.746], [3.652, -3.135, -0.810], [4.973, -2.764, -1.020], [5.276, -1.411, -1.146], [4.275, -0.453, -1.106], [2.923, -0.804, -0.936], [1.839, 0.178, -0.910], [1.925, -3.283, 3.802], [0.862, -2.346, 2.740], [2.574, -2.448, 2.381], [1.914, -5.591, 3.526], [1.523, -7.640, 2.206], [0.845, -7.460, -0.176], [0.593, -5.237, -1.208], [1.593, -2.122, -2.988], [0.315, -2.302, -5.089], [-2.024, -3.137, -5.039], [-3.051, -3.767, -2.885], [-1.871, -4.776, -0.236], [-3.089, -3.523, -0.475], [-1.633, -3.177, 0.451], [3.411, -4.180, -0.657], [5.757, -3.513, -1.055], [6.307, -1.107, -1.287], [4.525, 0.598, -1.224], [1.038, -0.057, -1.617], [2.166, 1.202, -1.068], [-4.382, -0.471, 0.806], [-3.285, 0.005, 1.747], [-3.856, 0.575, 3.026], [-2.534, 1.044, 1.127], [-2.393, -1.217, 2.084], [-2.957, -2.087, 2.757], [-1.191, -1.279, 1.632], [-5.102, 0.331, 0.607], [-4.901, -1.317, 1.259], [-3.948, -0.808, -0.144], [-4.541, 1.403, 2.804], [-3.055, 0.945, 3.674], [-4.390, -0.213, 3.558], [-2.651, 0.991, 0.178], [0.031, 2.133, -0.181], [-0.841, 3.318, 0.148], [-0.915, 3.542, 1.952], [0.329, 3.878, 2.750], [0.174, 4.722, 3.851], [1.246, 5.028, 4.677], [2.501, 4.500, 4.404], [2.665, 3.655, 3.313], [1.585, 3.333, 2.496], [0.107, 4.792, -0.359], [-0.660, 6.042, -0.018], [-0.246, 6.882, 1.010], [-1.001, 7.995, 1.362], [-2.181, 8.283, 0.690], [-2.596, 7.459, -0.347], [-1.837, 6.348, -0.698], [-1.326, 2.581, 2.270], [-1.679, 4.310, 2.096], [-0.805, 5.144, 4.056], [1.101, 5.666, 5.543], [3.342, 4.732, 5.050], [3.634, 3.213, 3.110], [1.717, 2.621, 1.690], [0.191, 4.648, -1.437], [1.092, 4.745, 0.097], [0.674, 6.661, 1.541], [-0.664, 8.640, 2.167], [-2.773, 9.147, 0.972], [-3.510, 7.684, -0.884], [-2.163, 5.700, -1.507], [3.750, 1.395, 7.213], [3.237, 1.150, 6.208], [2.603, 0.856, 4.942], [3.371, 0.554, 3.816], [2.749, 0.292, 2.605], [1.357, 0.303, 2.442], [0.620, 0.578, 3.605], [1.210, 0.861, 4.829], [4.453, 0.538, 3.899], [3.376, 0.082, 1.740], [-0.468, 0.557, 3.562], [0.608, 1.080, 5.705]], "s_squared": 0.758, "gap_ev": [6.525, 6.150], "multiplicity": 2, "charge": -1}



#Q
{"formula": "C46H45MnNO4PS", "method": "ωB97M-V/def2-TZVPD", "symbols": ["Mn", "C", "C", "C", "C", "C", "C", "C", "P", "C", "C", "C", "C", "C", "C", "C", "C", "C", "C", "C", "C", "C", "C", "H", "H", "H", "H", "H", "H", "H", "H", "H", "H", "H", "H", "H", "H", "H", "H", "H", "H", "H", "H", "C", "C", "C", "O", "C", "O", "O", "H", "H", "H", "H", "H", "H", "H", "O", "S", "C", "C", "C", "C", "C", "C", "C", "C", "C", "C", "C", "C", "C", "C", "H", "H", "H", "H", "H", "H", "H", "H", "H", "H", "H", "H", "H", "H", "N", "C", "C", "C", "C", "C", "C", "C", "H", "H", "H", "H"], "positions_angstrom": [[0.617, -0.107, 0.004], [1.639, 2.386, 2.748], [3.134, 2.304, 2.758], [3.858, 2.919, 3.777], [5.241, 2.857, 3.831], [5.937, 2.168, 2.850], [5.231, 1.552, 1.828], [3.841, 1.612, 1.767], [2.944, 0.820, 0.378], [4.138, -0.455, -0.179], [4.610, -0.437, -1.490], [5.428, -1.449, -1.971], [5.784, -2.495, -1.134], [5.320, -2.515, 0.172], [4.496, -1.510, 0.672], [4.060, -1.570, 2.109], [2.937, 2.090, -0.908], [3.654, 3.280, -0.871], [3.393, 4.285, -1.789], [2.394, 4.083, -2.739], [1.698, 2.889, -2.796], [1.965, 1.844, -1.897], [1.244, 0.568, -1.897], [1.278, 2.899, 3.639], [1.193, 1.390, 2.709], [1.275, 2.926, 1.873], [3.314, 3.449, 4.549], [5.773, 3.341, 4.640], [7.017, 2.106, 2.877], [5.774, 1.013, 1.061], [4.330, 0.382, -2.141], [5.779, -1.418, -2.995], [6.419, -3.295, -1.494], [5.597, -3.330, 0.830], [4.797, -1.080, 2.751], [3.973, -2.607, 2.438], [3.100, -1.084, 2.287], [4.392, 3.436, -0.092], [3.937, 5.219, -1.749], [2.156, 4.870, -3.448], [0.931, 2.743, -3.548], [1.932, -0.281, -2.069], [0.468, 0.522, -2.662], [0.664, -4.074, 2.537], [-0.260, -2.875, 2.360], [-1.541, -3.030, 3.169], [-0.661, -2.784, 0.991], [0.506, -1.614, 2.810], [0.783, -1.554, 4.009], [0.854, -0.767, 1.935], [0.136, -4.997, 2.291], [1.019, -4.117, 3.564], [1.536, -3.979, 1.884], [-2.052, -3.951, 2.882], [-2.207, -2.187, 2.978], [-1.311, -3.044, 4.231], [0.042, -3.142, 0.436], [-0.757, -1.255, -1.435], [-2.001, -2.098, -1.313], [-3.222, -1.183, -0.368], [-3.807, 0.058, -0.971], [-5.157, 0.325, -0.758], [-5.742, 1.475, -1.262], [-4.977, 2.372, -1.998], [-3.633, 2.109, -2.213], [-3.044, 0.963, -1.699], [-2.719, -2.007, -2.963], [-4.037, -2.723, -3.021], [-5.219, -2.006, -3.179], [-6.440, -2.664, -3.198], [-6.491, -4.043, -3.054], [-5.315, -4.765, -2.898], [-4.095, -4.107, -2.884], [-2.688, -0.987, 0.564], [-4.004, -1.915, -0.150], [-5.756, -0.377, -0.188], [-6.788, 1.676, -1.072], [-5.421, 3.280, -2.380], [-3.022, 2.815, -2.758], [-1.984, 0.788, -1.834], [-1.965, -2.489, -3.588], [-2.795, -0.959, -3.253], [-5.179, -0.929, -3.281], [-7.351, -2.093, -3.321], [-7.443, -4.555, -3.063], [-5.345, -5.841, -2.788], [-3.179, -4.671, -2.761], [-4.540, 4.887, 1.746], [-3.702, 4.130, 1.521], [-2.662, 3.185, 1.221], [-1.688, 3.492, 0.269], [-0.725, 2.552, -0.053], [-0.656, 1.276, 0.550], [-1.631, 1.040, 1.544], [-2.623, 1.951, 1.869], [-1.712, 4.458, -0.222], [-0.002, 2.810, -0.819], [-1.614, 0.098, 2.086], [-3.369, 1.721, 2.621]], "s_squared": 0.761, "gap_ev": [6.428, 5.801], "multiplicity": 2, "charge": -1}



Q: Which of them is the least stable? A: #P.



#P
{"formula": "C55H38Cl2IrN4O5", "method": "ωB97M-V/def2-TZVPD", "symbols": ["Ir", "C", "C", "C", "C", "C", "C", "C", "C", "C", "C", "C", "C", "C", "C", "C", "C", "C", "C", "C", "N", "C", "C", "C", "C", "C", "C", "C", "C", "C", "C", "C", "C", "N", "C", "C", "C", "C", "C", "N", "C", "C", "C", "C", "C", "C", "C", "C", "N", "H", "H", "H", "H", "H", "H", "H", "H", "H", "H", "H", "H", "H", "H", "H", "H", "H", "H", "H", "H", "H", "H", "H", "H", "H", "H", "H", "H", "C", "O", "C", "C", "C", "C", "C", "C", "O", "C", "O", "C", "H", "H", "H", "H", "H", "H", "H", "H", "H", "Cl", "C", "Cl", "C", "O", "O", "H"], "positions_angstrom": [[0.070, -0.085, 0.231], [-0.186, -4.000, -6.311], [-1.260, -3.236, -5.877], [-1.183, -2.542, -4.678], [-0.027, -2.599, -3.905], [1.046, -3.371, -4.344], [0.967, -4.067, -5.541], [0.054, -1.858, -2.612], [-0.762, -2.339, -1.555], [-1.545, -3.534, -1.535], [-1.947, -3.731, -0.243], [-1.431, -2.654, 0.560], [-1.528, -2.564, 1.989], [-1.473, -3.776, 2.805], [-1.885, -3.794, 4.151], [-1.797, -4.941, 4.920], [-1.289, -6.116, 4.387], [-0.841, -6.115, 3.073], [-0.917, -4.970, 2.302], [-1.585, -1.246, 2.705], [-1.121, -0.177, 1.802], [-0.896, 0.913, 3.481], [0.072, 2.044, 3.493], [0.058, 2.915, 4.686], [-0.101, 4.298, 4.589], [-0.149, 5.087, 5.728], [-0.060, 4.508, 6.985], [0.071, 3.130, 7.097], [0.127, 2.341, 5.959], [0.864, 2.275, 2.385], [1.920, 3.293, 2.446], [2.659, 3.208, 1.340], [2.094, 2.144, 0.508], [1.020, 1.597, 1.149], [2.652, 1.806, -0.724], [2.193, 0.827, -1.640], [2.677, 0.597, -2.986], [1.923, -0.393, -3.525], [0.976, -0.818, -2.522], [1.187, -0.025, -1.414], [3.808, 2.620, -1.208], [3.624, 3.942, -1.605], [4.690, 4.694, -2.078], [5.956, 4.130, -2.163], [6.150, 2.814, -1.768], [5.082, 2.065, -1.293], [-2.063, 0.509, 4.373], [-2.556, -0.753, 3.784], [-0.753, -1.821, -0.300], [-0.246, -4.542, -7.246], [-2.161, -3.176, -6.474], [-2.013, -1.936, -4.338], [1.941, -3.429, -3.736], [1.806, -4.666, -5.871], [-1.755, -4.160, -2.387], [-2.557, -4.536, 0.132], [-2.284, -2.908, 4.619], [-2.132, -4.912, 5.949], [-1.222, -7.011, 4.991], [-0.405, -7.010, 2.648], [-0.503, -4.983, 1.304], [-0.205, 4.748, 3.609], [-0.271, 6.158, 5.632], [-0.103, 5.124, 7.873], [0.135, 2.668, 8.074], [0.241, 1.267, 6.055], [2.079, 3.946, 3.287], [3.532, 3.786, 1.091], [3.484, 1.138, -3.453], [1.998, -0.809, -4.516], [2.634, 4.375, -1.524], [4.531, 5.721, -2.382], [6.788, 4.715, -2.533], [7.136, 2.370, -1.827], [5.233, 1.038, -0.983], [-2.728, 1.256, 4.788], [-3.600, -1.031, 3.777], [-4.956, -1.629, -3.092], [-4.329, -0.778, -4.037], [-3.348, 0.044, -3.576], [-2.747, 0.873, -4.528], [-1.722, 1.696, -4.127], [-1.253, 1.756, -2.805], [-0.282, 2.815, -2.440], [0.437, 3.533, -3.572], [-0.079, 3.159, -1.294], [-1.848, 0.893, -1.860], [-1.542, 0.809, -0.573], [-2.898, 0.050, -2.272], [-5.730, -2.164, -3.635], [-5.410, -1.053, -2.283], [-4.243, -2.342, -2.669], [-3.093, 0.849, -5.552], [-1.269, 2.335, -4.872], [-0.262, 4.154, -4.136], [0.899, 2.827, -4.261], [1.199, 4.178, -3.141], [-3.304, -0.607, -1.516], [1.710, -1.273, 1.453], [0.994, -1.094, 3.130], [2.122, -0.268, 4.192], [-0.352, -0.457, 3.029], [-1.921, -0.706, 5.079], [-1.608, 1.075, 2.205], [0.902, -2.113, 3.493]], "s_squared": 0.972, "gap_ev": [5.283, 5.212], "multiplicity": 2, "charge": 0}



#Q
{"formula": "C55H38Cl2IrN4O5", "method": "ωB97M-V/def2-TZVPD", "symbols": ["Ir", "C", "C", "C", "C", "C", "C", "C", "C", "C", "C", "C", "C", "C", "C", "C", "C", "C", "C", "C", "N", "C", "C", "C", "C", "C", "C", "C", "C", "C", "C", "C", "C", "N", "C", "C", "C", "C", "C", "N", "C", "C", "C", "C", "C", "C", "C", "C", "N", "H", "H", "H", "H", "H", "H", "H", "H", "H", "H", "H", "H", "H", "H", "H", "H", "H", "H", "H", "H", "H", "H", "H", "H", "H", "H", "H", "H", "C", "O", "C", "C", "C", "C", "C", "C", "O", "C", "O", "C", "H", "H", "H", "H", "H", "H", "H", "H", "H", "Cl", "C", "Cl", "C", "O", "O", "H"], "positions_angstrom": [[0.542, -0.058, 0.214], [5.218, -5.299, -2.863], [3.939, -5.722, -3.193], [2.835, -5.019, -2.730], [3.008, -3.901, -1.922], [4.292, -3.485, -1.584], [5.393, -4.177, -2.061], [1.818, -3.150, -1.425], [1.125, -2.487, -2.364], [1.562, -1.870, -3.594], [1.122, -0.624, -3.837], [0.449, 0.137, -2.788], [0.383, 1.510, -2.834], [0.925, 2.272, -3.995], [2.298, 2.277, -4.245], [2.827, 2.995, -5.307], [1.993, 3.734, -6.134], [0.627, 3.743, -5.890], [0.099, 3.017, -4.832], [-0.023, 2.269, -1.687], [0.157, 1.855, -0.425], [-0.213, 2.902, 0.410], [0.042, 2.946, 1.747], [-0.424, 4.125, 2.525], [0.148, 5.382, 2.358], [-0.310, 6.462, 3.102], [-1.344, 6.290, 4.010], [-1.920, 5.037, 4.174], [-1.461, 3.954, 3.440], [0.722, 1.924, 2.480], [1.130, 2.065, 3.850], [1.668, 0.879, 4.223], [1.575, 0.006, 3.088], [1.039, 0.703, 2.023], [1.873, -1.342, 3.087], [1.749, -2.248, 2.017], [2.166, -3.606, 2.115], [2.122, -4.118, 0.853], [1.641, -3.083, 0.009], [1.372, -1.953, 0.726], [2.449, -1.887, 4.359], [3.824, -2.070, 4.467], [4.376, -2.561, 5.641], [3.557, -2.878, 6.715], [2.185, -2.699, 6.610], [1.632, -2.202, 5.438], [-0.727, 3.975, -0.403], [-0.563, 3.608, -1.692], [-0.021, -0.493, -1.665], [6.079, -5.844, -3.226], [3.800, -6.599, -3.812], [1.831, -5.339, -2.986], [4.419, -2.621, -0.943], [6.391, -3.846, -1.803], [2.235, -2.391, -4.261], [1.373, -0.110, -4.752], [2.957, 1.725, -3.585], [3.896, 2.984, -5.480], [2.403, 4.299, -6.960], [-0.036, 4.311, -6.531], [-0.973, 3.007, -4.677], [0.961, 5.508, 1.653], [0.145, 7.436, 2.972], [-1.703, 7.132, 4.587], [-2.735, 4.902, 4.874], [-1.912, 2.973, 3.535], [1.009, 2.956, 4.443], [2.072, 0.608, 5.184], [2.492, -4.098, 3.015], [2.413, -5.102, 0.523], [4.460, -1.824, 3.625], [5.448, -2.696, 5.717], [3.987, -3.263, 7.631], [1.540, -2.945, 7.444], [0.567, -2.062, 5.351], [-1.128, 4.902, -0.028], [-0.808, 4.185, -2.568], [-1.244, -3.182, -6.762], [-2.308, -3.678, -5.969], [-2.270, -3.430, -4.637], [-3.335, -3.917, -3.883], [-3.369, -3.673, -2.530], [-2.364, -2.951, -1.881], [-2.629, -2.552, -0.453], [-2.558, -3.621, 0.601], [-2.969, -1.417, -0.253], [-1.300, -2.537, -2.647], [-0.146, -1.972, -1.962], [-1.234, -2.748, -4.016], [-1.475, -3.463, -7.785], [-0.291, -3.630, -6.470], [-1.173, -2.093, -6.692], [-4.123, -4.466, -4.379], [-4.209, -4.025, -1.944], [-2.025, -4.503, 0.250], [-3.572, -3.903, 0.895], [-2.061, -3.199, 1.473], [-0.392, -2.401, -4.585], [-2.197, -2.418, 4.067], [-2.739, -0.850, 3.424], [-4.416, -0.992, 2.849], [-1.849, -0.256, 2.292], [-2.062, 0.935, 2.087], [-1.018, -1.036, 1.751], [-2.753, -0.157, 4.258]], "s_squared": 0.760, "gap_ev": [5.893, 5.910], "multiplicity": 2, "charge": 0}



Q: Which of them is the least stable? A: #P.



#P
{"formula": "C4H9N4", "method": "ωB97M-V/def2-TZVPD", "symbols": ["C", "C", "C", "C", "N", "N", "N", "N", "H", "H", "H", "H", "H", "H", "H", "H", "H"], "positions_angstrom": [[1.514, -0.261, -0.185], [0.358, -1.441, 0.246], [1.267, 0.965, 0.599], [-1.060, -1.025, 0.260], [-0.435, 2.852, 0.290], [0.348, 1.714, 0.112], [-0.463, 1.948, -0.820], [-2.021, -1.373, -0.579], [2.482, -0.657, -0.031], [1.323, -0.188, -1.337], [0.550, -2.298, -0.603], [0.668, -1.822, 1.212], [1.751, 1.100, 1.624], [-1.562, -0.556, 1.078], [0.130, 3.800, 0.165], [-2.928, -0.950, -0.569], [-1.922, -1.806, -1.462]], "gap_ev": [6.726, 6.723], "charge": 1}



#Q
{"formula": "C4H9N4", "method": "ωB97M-V/def2-TZVPD", "symbols": ["C", "C", "C", "C", "N", "N", "N", "N", "H", "H", "H", "H", "H", "H", "H", "H", "H"], "positions_angstrom": [[-0.738, -1.437, 0.253], [1.372, -0.527, 0.097], [-0.684, 1.135, 0.558], [-1.473, -0.126, 0.437], [0.664, -1.516, 0.139], [0.316, 1.020, -0.523], [2.589, -0.159, -0.076], [-1.438, -0.735, -0.863], [-1.152, -2.317, 0.601], [-1.223, 1.922, 0.222], [-0.450, 1.292, 1.594], [-2.388, 0.007, 1.021], [2.777, 0.941, 0.046], [3.442, -0.733, -0.056], [-0.108, 0.461, -1.229], [0.734, 1.914, -0.813], [-2.240, -1.142, -1.409]], "gap_ev": 9.821, "charge": 1}



#R
{"formula": "C4H9N4", "method": "ωB97M-V/def2-TZVPD", "symbols": ["C", "C", "C", "C", "N", "N", "N", "N", "H", "H", "H", "H", "H", "H", "H", "H", "H"], "positions_angstrom": [[-2.125, 0.731, -0.102], [-0.290, -1.275, -0.183], [-1.227, 0.819, 1.089], [0.716, -2.367, 0.143], [-2.150, -0.251, -0.924], [-1.331, -1.256, -0.761], [0.082, 0.344, 0.651], [0.574, 1.154, -0.481], [-2.720, 1.608, -0.232], [-1.199, 1.650, 1.778], [-1.588, 0.116, 1.784], [1.656, -2.002, 0.546], [0.857, -2.991, -0.734], [0.274, -3.034, 0.920], [1.637, 0.924, -0.516], [0.539, 2.254, -0.092], [0.151, 0.947, -1.476]], "gap_ev": 9.177, "charge": 1}



Q: Which of them is the least stable? A: #P.